[1]
Density functional theory data (wB97M-V/def2-TZVPD) for C20H22N4O4S in the gas phase.

## Properties
* structure (SMILES): O=C(NCCc1ccccc1)C1CCN(S(=O)(=O)c2cccc3nonc23)CC1
* E_HOMO: -9.208 eV
* total energy: -46080.48292 eV
* Kohn-Sham gap: 8.428 eV
* LUMO energy: -0.029 hartree

```
! wB97M-V def2-TZVPD RIJCOSX def2/J DEFGRID3
* xyz 0 1
O -1.715 0.662 1.139
C -1.947 0.855 -0.036
N -3.063 1.501 -0.456
H -3.253 1.547 -1.445
C -4.180 1.735 0.428
H -3.781 1.699 1.444
C -5.261 0.653 0.254
C -4.637 -0.702 0.440
C -4.439 -1.217 1.714
C -3.777 -2.418 1.891
C -3.300 -3.118 0.796
C -3.499 -2.616 -0.478
C -4.163 -1.415 -0.653
H -4.318 -1.031 -1.652
H -3.131 -3.157 -1.338
H -2.776 -4.052 0.934
H -3.626 -2.806 2.887
H -4.799 -0.669 2.572
H -5.698 0.734 -0.744
H -6.047 0.822 0.991
H -4.597 2.727 0.234
C -1.004 0.474 -1.174
C -0.107 -0.711 -0.798
C 0.947 -0.316 0.237
N 1.696 0.861 -0.157
S 2.925 0.569 -1.255
O 3.218 1.787 -1.951
O 2.702 -0.625 -2.015
C 4.301 0.262 -0.135
C 4.245 0.559 1.192
C 5.350 0.359 2.062
C 6.540 -0.136 1.621
C 6.637 -0.447 0.251
N 7.627 -0.923 -0.481
O 7.159 -1.011 -1.720
N 5.900 -0.614 -1.845
C 5.512 -0.247 -0.639
H 7.386 -0.291 2.270
H 5.227 0.615 3.103
H 3.326 0.959 1.591
C 0.856 2.002 -0.449
C -0.139 1.683 -1.563
H -0.765 2.555 -1.762
H 0.428 1.444 -2.466
H 1.516 2.816 -0.750
H 0.331 2.273 0.471
H 1.664 -1.129 0.367
H 0.461 -0.098 1.191
H -0.720 -1.518 -0.392
H 0.405 -1.066 -1.693
H -1.615 0.183 -2.037
*
```

---

[2]
Density functional theory data (wB97M-V/def2-TZVPD) for C20H22O4 in the gas phase.

## Properties
* structure (SMILES): CC(C)(C)C1=CC(=O)c2oc3c(C(C)(C)C)cc(O)cc3c2C1=O
* E_HOMO: -8.627 eV
* total energy: -29283.70867 eV
* Kohn-Sham gap: 7.077 eV
* LUMO energy: -0.057 hartree

```
! wB97M-V def2-TZVPD RIJCOSX def2/J DEFGRID3
* xyz 0 1
O 2.211 1.986 -2.069
O 0.608 -2.701 -0.280
O -3.465 -1.662 2.688
O -0.058 1.852 -0.098
C 1.619 0.973 -1.841
C 0.842 -1.645 -0.943
C 2.271 -0.245 -2.365
C 0.575 0.841 -0.841
C 0.141 -0.349 -0.505
C 1.833 -1.486 -1.974
C -1.681 -1.185 0.994
C -2.606 0.616 2.437
C -2.576 -0.798 2.062
C -0.892 1.202 0.781
C -0.847 -0.175 0.454
C -1.725 1.614 1.907
C 1.201 -3.184 -3.625
C 3.576 -2.435 -3.571
C 2.897 -3.960 -1.741
C -0.821 4.129 1.769
C -3.274 3.555 2.337
C -1.590 3.113 3.969
C 2.378 -2.736 -2.690
C -1.842 3.032 2.443
H -3.037 -2.474 2.956
H 2.934 -0.002 -3.198
H -1.574 -2.254 0.669
H -3.439 0.774 3.027
H 0.279 -3.394 -3.038
H 1.418 -4.097 -4.242
H 1.044 -2.394 -4.288
H 4.024 -3.221 -4.236
H 3.246 -1.771 -4.351
H 4.376 -1.992 -3.008
H 2.001 -4.556 -1.420
H 3.436 -3.567 -0.900
H 3.567 -4.694 -2.204
H -0.923 5.115 2.122
H 0.319 3.846 1.987
H -0.956 4.070 0.728
H -3.591 3.537 1.310
H -3.442 4.461 2.689
H -3.911 2.871 2.990
H -1.782 4.137 4.350
H -2.182 2.386 4.562
H -0.584 2.867 4.199
*
```

---

[3]
Density functional theory data (wB97M-V/def2-TZVPD) for a molecular structure, C20H23As2BO2PtSTe.

## Properties
* E_HOMO (spin up / spin down): -6.610 / -7.325 eV
* total energy: -168937.51364 eV
* Kohn-Sham gap (spin up / spin down): 7.098 / 5.847 eV
* LUMO energy (spin up / spin down): 0.018 / -0.054 hartree

```
! wB97M-V def2-TZVPD RIJCOSX def2/J DEFGRID3
* xyz 0 3
Pt 0.172 -0.129 -1.203
C 4.076 -0.382 -1.934
As 2.478 -1.174 -1.182
C 2.798 -3.045 -1.650
C 2.999 -1.218 0.643
C 4.322 -1.408 0.991
C 4.695 -1.459 2.328
C 3.752 -1.259 3.335
C 2.429 -1.077 2.978
C 2.061 -1.003 1.640
As 0.203 -0.703 1.160
C -0.311 0.521 2.582
C -0.486 -2.333 2.064
H 4.337 0.538 -1.425
H 3.898 -0.152 -2.982
H 4.908 -1.098 -1.878
H 3.797 -3.350 -1.338
H 2.719 -3.138 -2.713
H 2.043 -3.655 -1.188
H 5.120 -1.449 0.225
H 5.760 -1.549 2.548
H 4.072 -1.213 4.370
H 1.703 -0.833 3.740
H -0.399 0.003 3.562
H -1.301 0.911 2.343
H 0.440 1.318 2.673
H -0.330 -2.208 3.106
H 0.022 -3.213 1.719
H -1.543 -2.427 1.900
O -2.614 -0.353 -0.110
B -1.870 -0.064 -1.307
O -2.774 0.025 -2.373
C -4.019 -0.290 -1.843
C -5.214 -0.406 -2.534
C -6.328 -0.816 -1.770
C -6.228 -1.061 -0.407
C -5.002 -0.921 0.268
C -3.930 -0.516 -0.495
H -5.287 -0.255 -3.582
H -7.297 -0.909 -2.299
H -7.117 -1.291 0.163
H -4.922 -1.036 1.330
Te 1.537 2.151 -0.659
C 0.451 3.911 -0.908
C -0.293 4.272 -1.980
C -0.863 5.573 -1.834
C -0.472 6.175 -0.673
S 0.468 5.111 0.302
H -0.482 3.631 -2.826
H -1.476 6.090 -2.566
H -0.700 7.166 -0.311
*
```